w:
Here is the molecule C6H18O2SSi2 from the OMol25 dataset. Energies are from ωB97M-V/def2-TZVPD.

```
29
Properties=species:S:1:pos:R:3
C 2.067 -1.162 1.473
Si 2.079 -0.009 -0.130
C 2.464 -1.079 -1.813
C 3.106 1.450 0.252
S -0.067 0.798 -0.445
O 0.023 0.870 -1.979
O -0.193 2.157 0.203
Si -2.138 -0.006 -0.016
C -1.656 -0.484 1.894
C -3.253 1.446 0.007
C -2.653 -1.191 -1.488
H 1.430 -0.733 2.256
H 1.637 -2.134 1.405
H 3.018 -1.278 1.763
H 2.477 -0.285 -2.528
H 3.477 -1.428 -1.688
H 1.918 -1.976 -2.236
H 3.565 1.833 -0.679
H 2.270 2.173 0.636
H 3.690 1.425 1.203
H -0.927 0.277 2.231
H -2.532 -0.497 2.570
H -1.146 -1.436 2.103
H -2.750 2.164 0.620
H -3.124 1.882 -0.986
H -4.302 1.528 0.429
H -2.915 -0.596 -2.301
H -2.028 -1.934 -1.759
H -3.536 -1.778 -0.998
```

Computed properties:
Structure (SMILES): C[Si](C)(C)S(=O)(=O)[Si](C)(C)C

Here are the natural (NBO) charges for atoms 1 to 8, given in e: number 1, C, carries -1.07; number 2, Si, carries 1.43; number 3, C, carries -1.04; number 4, C, carries -1.20; number 5, S, carries 1.26; number 6, O, carries -1.00; number 7, O, carries -1.00; number 8, Si, carries 1.44

x:
Here is the molecule C6H18O2SSi2 from the OMol25 dataset. Energies are from ωB97M-V/def2-TZVPD.

```
29
Properties=species:S:1:pos:R:3
C -1.762 1.846 -1.434
Si -1.957 -0.009 -0.827
C -1.224 -1.422 -2.043
C -3.651 -0.123 -0.080
S -0.574 -0.302 1.031
O -0.734 -1.780 1.385
O -1.204 0.732 1.887
Si 1.696 0.074 1.202
C 2.321 1.829 1.974
C 2.202 -1.359 2.257
C 2.472 -0.190 -0.480
H -1.506 2.305 -0.390
H -0.836 2.025 -1.995
H -2.669 2.341 -1.947
H -1.025 -2.206 -1.354
H -2.025 -1.854 -2.595
H -0.469 -1.229 -2.767
H -4.328 -0.726 -0.733
H -3.755 -0.563 0.846
H -4.218 0.815 -0.124
H 1.581 2.391 2.481
H 3.129 1.630 2.631
H 2.735 2.532 1.200
H 1.624 -1.461 3.154
H 2.121 -2.270 1.512
H 3.267 -1.242 2.640
H 3.268 0.586 -0.744
H 3.077 -1.014 -0.575
H 1.748 -0.033 -1.285
```

Computed properties:
Structure (SMILES): C[Si](C)(C)S(=O)(=O)[Si](C)(C)C

Here are the natural (NBO) charges for atoms 1 to 8, given in e: number 1, C, carries -1.12; number 2, Si, carries 1.42; number 3, C, carries -1.07; number 4, C, carries -1.13; number 5, S, carries 1.33; number 6, O, carries -0.97; number 7, O, carries -1.00; number 8, Si, carries 1.39

Order from most stable to least stable according to the calculation: x, w

w:
Here is the molecule C20H28N2O4 from the OMol25 dataset. Energies are from ωB97M-V/def2-TZVPD.

```
54
Properties=species:S:1:pos:R:3
C 3.570 0.803 -0.721
C 2.814 2.114 -0.523
C 2.815 2.953 -1.795
C 1.373 1.853 -0.014
N 1.385 1.346 1.338
C 1.562 2.140 2.417
O 1.835 3.322 2.322
C 1.432 1.446 3.733
C 0.555 0.385 3.937
C 0.461 -0.203 5.186
C 1.241 0.256 6.235
C 2.106 1.320 6.040
C 2.195 1.917 4.797
C 0.635 0.834 -0.858
O 0.424 -0.300 -0.499
O 0.275 1.311 -2.047
C -0.550 0.444 -2.807
C -1.873 0.245 -2.044
O -2.150 0.970 -1.111
N -2.681 -0.736 -2.487
C -2.352 -1.676 -3.532
C -1.479 -2.861 -3.067
C -1.545 -3.126 -1.562
C -2.968 -3.300 -1.019
C -3.597 -1.985 -0.562
C -3.876 -1.017 -1.710
H 3.536 0.198 0.182
H 4.612 1.004 -0.960
H 3.138 0.227 -1.538
H 3.301 2.688 0.272
H 3.839 3.158 -2.099
H 2.310 2.434 -2.605
H 2.311 3.901 -1.625
H 0.825 2.803 -0.037
H 1.150 0.368 1.433
H -0.079 0.035 3.135
H -0.226 -1.022 5.342
H 1.166 -0.211 7.207
H 2.706 1.686 6.860
H 2.853 2.756 4.627
H -0.040 -0.511 -2.957
H -0.722 0.949 -3.759
H -1.862 -1.150 -4.356
H -3.302 -2.058 -3.914
H -1.802 -3.754 -3.607
H -0.435 -2.687 -3.334
H -1.051 -2.314 -1.025
H -0.972 -4.035 -1.369
H -2.933 -3.970 -0.157
H -3.599 -3.774 -1.775
H -4.539 -2.187 -0.048
H -2.925 -1.495 0.145
H -4.635 -1.426 -2.382
H -4.234 -0.068 -1.303
```

Computed properties:
Structure (SMILES): CC(C)[C@H](NC(=O)c1ccccc1)C(=O)OCC(=O)N1CCCCCC1

Here are the natural (NBO) charges for atoms 1 to 8, given in e: number 1, C, carries -0.62; number 2, C, carries -0.21; number 3, C, carries -0.61; number 4, C, carries -0.15; number 5, N, carries -0.61; number 6, C, carries 0.65; number 7, O, carries -0.63; number 8, C, carries -0.08

x:
Here is the molecule C20H28N2O4 from the OMol25 dataset. Energies are from ωB97M-V/def2-TZVPD.

```
54
Properties=species:S:1:pos:R:3
C -1.554 -0.068 3.903
C -0.020 -0.352 3.576
C 0.847 0.797 4.250
C 1.500 1.694 3.123
C 0.460 2.385 2.148
C 1.115 2.479 0.708
C 0.259 1.792 -0.421
C -1.214 1.736 -0.372
C -2.040 1.108 -1.414
N -3.459 1.018 -1.360
C -3.984 -0.306 -1.760
C -3.437 -1.512 -0.913
C -3.760 -1.371 0.652
C -1.350 0.531 -2.598
C 0.088 0.595 -2.611
C 0.956 1.186 -1.556
C 2.461 1.039 -1.887
O 3.390 1.536 -1.307
N 2.465 0.218 -3.069
C 2.848 -1.228 -2.923
C 3.748 -1.546 -1.676
O 4.629 -2.674 -1.998
C 3.903 -3.761 -2.463
O 4.199 -4.205 -3.542
C 1.135 0.109 -3.655
O 0.869 -0.261 -4.765
H -1.667 0.488 4.875
H -2.082 -1.053 3.955
H -2.019 0.597 3.122
H 0.310 -1.385 3.844
H 0.070 -0.270 2.452
H 0.260 1.458 4.937
H 1.699 0.293 4.790
H 2.184 1.022 2.528
H 2.092 2.506 3.616
H 0.327 3.441 2.526
H -0.554 1.919 2.166
H 1.187 3.568 0.407
H 2.174 2.102 0.674
H -1.758 2.193 0.495
H -3.828 1.265 -0.442
H -5.106 -0.254 -1.640
H -3.818 -0.541 -2.846
H -3.904 -2.494 -1.222
H -2.327 -1.672 -1.034
H -2.928 -0.752 1.081
H -4.708 -0.789 0.810
H -3.805 -2.405 1.070
H -1.891 0.051 -3.438
H 1.914 -1.858 -2.909
H 3.421 -1.506 -3.854
H 3.176 -1.855 -0.760
H 4.437 -0.717 -1.378
H 3.093 -4.290 -1.893
```

Computed properties:
Structure (SMILES): CCCCCCc1cc(NCCC)cc2c1C(=O)N(CCOC=O)C2=O

Here are the natural (NBO) charges for atoms 1 to 8, given in e: number 1, C, carries -0.61; number 2, C, carries -0.41; number 3, C, carries -0.40; number 4, C, carries -0.39; number 5, C, carries -0.43; number 6, C, carries -0.44; number 7, C, carries 0.07; number 8, C, carries -0.30

Order from most stable to least stable according to the calculation: w, x

w:
Here is a structure of composition C6H8OS from the OMol25 dataset. Energies are from ωB97M-V/def2-TZVPD.

```
16
C6H8OS | the OMol25 dataset | ωB97M-V/def2-TZVPD
C -0.636 0.285 -1.517
C -0.754 -1.151 -1.085
C -0.285 -1.392 0.136
C 0.238 -0.102 0.671
C -0.674 0.975 1.153
C -0.002 0.981 -0.274
H -1.752 1.924 -1.508
H -0.132 0.266 -2.460
H -1.356 -1.897 -1.692
H 0.054 -2.388 0.706
H 1.597 -0.328 2.704
H -1.646 0.660 0.925
H -0.407 1.804 1.813
H 0.951 1.700 -0.158
O -1.933 0.780 -2.004
S 1.926 -0.347 1.325
```

Here are the natural (NBO) charges for atoms 1 to 8, given in e: number 1, C, carries 0.03; number 2, C, carries -0.20; number 3, C, carries -0.20; number 4, C, carries -0.21; number 5, C, carries -0.41; number 6, C, carries -0.30; number 7, H, carries 0.46; number 8, H, carries 0.20

x:
Here is a structure of composition C6H8OS from the OMol25 dataset. Energies are from ωB97M-V/def2-TZVPD.

```
16
C6H8OS | the OMol25 dataset | ωB97M-V/def2-TZVPD
C -0.303 1.274 0.410
C 1.132 0.890 0.415
C -1.190 0.425 -0.104
C 1.445 -0.300 0.110
C -2.624 0.501 -0.045
C 2.677 -1.119 -0.262
O -1.150 -2.217 0.161
S -0.532 -1.175 -0.689
H -0.753 2.265 0.663
H 1.904 1.707 0.501
H -3.095 1.445 -0.554
H -2.971 0.527 0.955
H -3.020 -0.484 -0.392
H 2.365 -1.350 -1.325
H 2.618 -1.948 0.431
H 3.497 -0.442 -0.275
```

Here are the natural (NBO) charges for atoms 1 to 8, given in e: number 1, C, carries -0.19; number 2, C, carries -0.35; number 3, C, carries -0.21; number 4, C, carries 0.06; number 5, C, carries -0.67; number 6, C, carries -0.68; number 7, O, carries -0.94; number 8, S, carries 1.12

y:
Here is a cluster of 2 separate species, C6H8OS in total from the OMol25 dataset. Energies are from ωB97M-V/def2-TZVPD.

```
16
Properties=species:S:1:pos:R:3
O 1.712 0.255 -0.401
C 0.525 -0.058 0.212
C 0.595 -0.580 1.504
C -0.578 -0.916 2.176
C -1.821 -0.736 1.568
C -1.884 -0.214 0.277
C -0.714 0.125 -0.403
H 1.513 0.611 -1.301
H 1.580 -0.716 1.970
H -0.517 -1.327 3.193
H -2.743 -1.003 2.102
H -2.855 -0.067 -0.214
H -0.765 0.536 -1.420
S 1.363 1.324 -3.074
H 2.245 2.280 -2.731
H 2.342 0.486 -3.461
```

Computed properties:
Structure (SMILES): Oc1ccccc1.S

Here are the natural (NBO) charges for atoms 1 to 8, given in e: number 1, O, carries -0.71; number 2, C, carries 0.31; number 3, C, carries -0.28; number 4, C, carries -0.19; number 5, C, carries -0.26; number 6, C, carries -0.19; number 7, C, carries -0.31; number 8, H, carries 0.45

z:
Here is a structure of composition C6H8OS from the OMol25 dataset. Energies are from ωB97M-V/def2-TZVPD.

```
16
C6H8OS | the OMol25 dataset | ωB97M-V/def2-TZVPD
C 0.944 0.243 0.567
C 0.547 1.256 -0.374
C -0.715 1.371 -0.505
C -1.540 0.253 0.158
C -0.712 -1.468 -0.421
C -0.302 -0.619 0.826
H 3.942 -0.305 0.649
H 1.408 0.743 1.481
H 1.285 1.980 -0.724
H -1.142 2.087 -1.342
H -2.306 0.659 0.765
H 0.004 -1.351 -1.285
H -1.273 -2.475 -0.334
H -0.538 -1.090 1.796
O -1.934 -0.750 -0.736
S 2.333 -0.535 -0.522
```

Here are the natural (NBO) charges for atoms 1 to 8, given in e: number 1, C, carries -0.32; number 2, C, carries -0.24; number 3, C, carries -0.21; number 4, C, carries 0.10; number 5, C, carries -0.08; number 6, C, carries -0.30; number 7, H, carries 0.13; number 8, H, carries 0.25

Order from most stable to least stable according to the calculation: y, x, w, z

w:
Here is a structure of composition C6H8OS from the OMol25 dataset. Energies are from ωB97M-V/def2-TZVPD.

```
16
C6H8OS | the OMol25 dataset | ωB97M-V/def2-TZVPD
C 0.503 -1.342 0.569
C -0.058 0.029 0.143
C -1.149 0.572 1.017
C -0.879 -0.119 -1.187
C 0.952 1.144 -0.072
C 1.631 2.199 -0.294
H 1.436 -1.851 -1.379
H -0.333 -1.954 0.509
H 0.834 -1.486 1.602
H -1.340 -0.152 1.990
H -1.191 1.606 1.413
H -0.783 0.744 -1.682
H -0.859 -1.032 -1.804
H 2.160 3.275 -0.274
O 1.526 -1.704 -0.287
S -2.450 0.070 -0.264
```

Here are the natural (NBO) charges for atoms 1 to 8, given in e: number 1, C, carries -0.03; number 2, C, carries -0.18; number 3, C, carries -0.46; number 4, C, carries -0.47; number 5, C, carries -0.01; number 6, C, carries -0.28; number 7, H, carries 0.50; number 8, H, carries 0.17

x:
Here is the molecule C6H8OS from the OMol25 dataset. Energies are from ωB97M-V/def2-TZVPD.

```
16
Properties=species:S:1:pos:R:3
S 2.926 -0.639 -0.012
C 1.407 -0.136 0.000
C 0.434 0.329 1.056
C -0.658 -0.746 1.195
O -0.831 -1.485 -0.001
C -0.677 -0.752 -1.198
C 0.412 0.338 -1.060
C -0.043 1.369 0.003
H 0.818 0.639 2.024
H -1.616 -0.285 1.512
H -0.365 -1.491 1.954
H -0.425 -1.482 -1.969
H -1.634 -0.261 -1.499
H 0.790 0.702 -2.040
H -1.104 1.616 0.019
H 0.565 2.284 0.016
```

Computed properties:
Structure (SMILES): S=C1[C@@H]2COC[C@H]1C2

Here are the natural (NBO) charges for atoms 1 to 8, given in e: number 1, S, carries 0.08; number 2, C, carries -0.04; number 3, C, carries -0.34; number 4, C, carries -0.05; number 5, O, carries -0.52; number 6, C, carries -0.05; number 7, C, carries -0.33; number 8, C, carries -0.39

y:
Here is the molecule C6H8OS from the OMol25 dataset. Energies are from ωB97M-V/def2-TZVPD.

```
16
Properties=species:S:1:pos:R:3
O 0.643 2.003 0.269
C -0.045 1.028 0.065
C -1.469 1.124 -0.004
C -1.957 -0.178 -0.770
C -1.428 -1.407 -0.029
C -0.248 -1.077 1.068
C 0.667 -0.180 0.120
S 2.125 -0.509 -0.366
H -1.818 2.014 -0.407
H -1.724 1.438 1.008
H -3.054 -0.198 -0.824
H -1.572 -0.305 -1.831
H -1.169 -2.278 -0.700
H -2.361 -1.915 0.500
H -0.745 -0.532 1.885
H 0.178 -1.953 1.378
```

Computed properties:
Structure (SMILES): O=C1CCCCC1=S

Here are the natural (NBO) charges for atoms 1 to 8, given in e: number 1, O, carries -0.49; number 2, C, carries 0.46; number 3, C, carries -0.53; number 4, C, carries -0.42; number 5, C, carries -0.40; number 6, C, carries -0.44; number 7, C, carries -0.20; number 8, S, carries 0.18

z:
Here is the molecule C6H8OS from the OMol25 dataset. Energies are from ωB97M-V/def2-TZVPD.

```
16
Properties=species:S:1:pos:R:3
O -1.267 2.160 -0.403
C -0.267 1.153 -0.484
C 0.141 0.766 0.751
C 1.549 0.217 0.693
C 1.693 -0.732 -0.217
C 0.317 -1.307 -0.594
C -0.681 -0.173 -0.062
S -2.389 -0.779 0.150
H -2.096 1.976 0.003
H 0.405 1.408 -1.218
H -0.387 1.143 1.582
H 2.301 0.757 1.231
H 2.624 -0.976 -0.681
H 0.040 -2.382 -0.188
H 0.295 -1.286 -1.666
H -2.276 -1.945 1.101
```

Computed properties:
Structure (SMILES): O[C@H]1[C@@H]2C=CC[C@]12S

Here are the natural (NBO) charges for atoms 1 to 8, given in e: number 1, O, carries -0.73; number 2, C, carries 0.10; number 3, C, carries -0.30; number 4, C, carries -0.17; number 5, C, carries -0.21; number 6, C, carries -0.42; number 7, C, carries -0.18; number 8, S, carries -0.04

Order from most stable to least stable according to the calculation: x, y, z, w